Model P:
ORCA calculation (ωB97M-V with the def2-TZVPD basis set) on the ion C5H9ClN with charge +1.

Output
Gap between HOMO and LUMO   0.3901 Eh
SMILES   C[N@H+]1CC=C(Cl)C1
E_LUMO   -3.27 eV

Geometry as ORCA input:
```
! wB97M-V def2-TZVPD RIJCOSX def2/J DEFGRID3
* xyz 1 1
C -1.0830 -0.7369 0.9518
N -0.8044 -0.3073 -0.3084
C -0.4392 1.1650 -0.2157
C 1.0370 1.2128 0.2086
C 1.6766 0.1147 -0.0749
Cl 3.1849 -0.4283 0.0801
C 0.3917 -0.9336 -0.9509
H -2.1044 -1.0414 0.9988
H -0.5332 -1.6231 1.1172
H -0.7572 -0.0253 1.6647
H -1.5722 -0.3284 -0.9891
H -1.1058 1.8151 0.4763
H -0.5241 1.6376 -1.2279
H 1.4312 2.0641 0.7882
H 0.5169 -0.7706 -1.9572
H 0.6853 -1.8144 -0.5616
*
```

Löwdin population analysis, charges in e, atoms 1 to 8: -0.028 -0.167 -0.096 -0.109 -0.693 0.844 0.062 0.129



Model Q:
ORCA calculation (ωB97M-V with the def2-TZVPD basis set) on the ion C5H9ClN with charge +1.

Output
Gap between HOMO and LUMO (spin up / spin down)   0.3326 / 0.3326 Eh
E_LUMO (spin up / spin down)   -4.03 / -4.03 eV

Geometry as ORCA input:
```
! wB97M-V def2-TZVPD RIJCOSX def2/J DEFGRID3
* xyz 1 1
C -2.2380 -1.6153 0.3564
C -1.5642 -0.6200 -0.1861
C -0.1857 -0.2212 0.2509
C 0.2738 1.1135 -0.2814
C 0.9056 -0.8661 -0.5558
N 1.4363 1.7372 0.3150
Cl 2.4891 -0.9798 0.0748
H -3.2127 -1.8926 -0.0027
H -1.8419 -2.2004 1.1701
H -1.9664 -0.0624 -1.0176
H -0.0520 -0.3434 1.3250
H -0.0455 1.4598 -1.2449
H 0.7785 -1.0918 -1.5977
H 2.1799 0.9696 0.4446
H 1.2298 2.1375 1.2408
H 1.8137 2.4754 -0.2914
*
```

Löwdin population analysis, charges in e, atoms 1 to 8: 0.059 -0.143 -0.403 -0.065 -0.416 0.130 0.783 0.073



Short version: model P is the most stable of them.



Model P:
ORCA calculation (ωB97M-V with the def2-TZVPD basis set) on a cluster of 2 separate species, C6H18N2P in total.

Output
Gap between HOMO and LUMO   0.3475 Eh
E_LUMO   -2.47 eV

Geometry as ORCA input:
```
! wB97M-V def2-TZVPD RIJCOSX def2/J DEFGRID3
* xyz 1 1
C 1.7972 -1.8063 0.3046
C 2.2284 1.8261 -0.6622
C 3.9354 0.2304 0.1771
C -3.4539 -0.9269 -0.5406
C -3.3356 0.8663 0.9299
C 1.6685 -0.4018 -0.0976
N 2.6012 0.4552 -0.2567
N -2.8995 0.3475 -0.2925
P -0.7404 0.2824 -0.2670
H 1.7196 -1.8946 1.3932
H 1.0607 -2.5572 -0.0956
H 2.7690 -2.2653 0.2643
H 1.8445 2.3188 0.2393
H 3.0837 2.2612 -1.1214
H 1.4088 1.7886 -1.3085
H 3.9175 -0.7168 0.6595
H 4.6098 0.3474 -0.6698
H 4.1040 0.9598 0.9113
H -3.4420 -1.5259 0.4496
H -4.5480 -0.8686 -0.9685
H -2.9092 -1.6287 -1.2155
H -4.4195 0.7148 1.0730
H -2.6713 0.3463 1.7566
H -3.2571 1.9210 1.1497
H -3.0535 0.9526 -1.0360
H -1.0067 -0.3381 -1.4455
H -1.0115 -0.6884 0.6692
*
```

Löwdin population analysis, charges in e, atoms 1 to 8: -0.106 -0.021 -0.001 -0.160 -0.167 -0.219 -0.216 -0.416



Model Q:
ORCA calculation (ωB97M-V with the def2-TZVPD basis set) on a structure of composition C6H18N2P.

Output
Gap between HOMO and LUMO   0.2980 Eh
E_LUMO   -4.17 eV

Geometry as ORCA input:
```
! wB97M-V def2-TZVPD RIJCOSX def2/J DEFGRID3
* xyz 1 1
C 1.8342 1.3209 -1.7254
C 1.7782 -1.5894 0.7218
C 3.7506 -0.5262 -0.2021
C -2.8461 -0.9244 1.1337
C -3.3549 1.4372 0.4895
C 1.3145 0.3566 -0.7943
N 2.2940 -0.5415 -0.1303
N -2.7059 0.1831 0.1367
P -0.4403 0.2131 -0.2830
H 1.8438 0.9829 -2.8241
H 1.2219 2.1990 -1.6700
H 2.8872 1.5257 -1.5228
H 1.8156 -2.4930 0.1089
H 2.3544 -1.7355 1.7179
H 0.6889 -1.4038 0.9666
H 4.0125 -1.4984 0.1942
H 4.1582 -0.4895 -1.2304
H 4.2895 0.0975 0.4649
H -2.8747 -0.6268 2.1146
H -3.7638 -1.4041 0.9841
H -2.0740 -1.6268 0.8734
H -2.7039 2.0128 1.1255
H -3.6580 2.0097 -0.3888
H -4.2005 1.2909 1.2478
H -3.1518 -0.2299 -0.6377
H -0.7662 1.2388 -1.1491
H -0.7094 -0.9768 -1.0584
*
```

Löwdin population analysis, charges in e, atoms 1 to 8: -0.087 -0.100 -0.039 -0.095 -0.115 -0.383 -0.182 -0.333



Short version: model Q is the most stable of them.



Model P:
ORCA calculation (ωB97M-V with the def2-TZVPD basis set) on a cluster of 2 separate species, C4H7FN2O in total.

Output
Gap between HOMO and LUMO (spin up / spin down)   0.3499 / 0.2536 Eh
E_LUMO (spin up / spin down)   0.60 / -0.46 eV

Geometry as ORCA input:
```
! wB97M-V def2-TZVPD RIJCOSX def2/J DEFGRID3
* xyz 0 1
C -1.9757 0.6818 0.3952
C 2.5953 0.8454 0.7496
C 2.4437 0.3422 -0.7459
C 1.2487 0.3433 0.2002
N -3.1571 -1.2764 -0.5404
N -2.0336 -0.5526 0.1628
O -2.5678 1.7114 0.2489
F 0.8314 -0.8822 0.6755
H 3.0521 0.0741 1.4506
H 2.9232 1.8032 0.7163
H 2.5856 1.0879 -1.5161
H 2.5777 -0.6270 -1.1159
H -3.7913 -0.5646 -0.8663
H -3.6542 -1.9792 0.1339
H -1.0780 -1.0072 0.0513
*
```

Löwdin population analysis, charges in e, atoms 1 to 8: -0.349 -0.049 -0.083 -0.182 0.036 -0.044 0.063 -0.032



Model Q:
ORCA calculation (ωB97M-V with the def2-TZVPD basis set) on an isolated molecule of C4H7FN2O.

Output
Gap between HOMO and LUMO   0.3597 Eh
SMILES   [H]/N=C1/NC[C@H](F)[C@H]1O
E_LUMO   0.73 eV

Geometry as ORCA input:
```
! wB97M-V def2-TZVPD RIJCOSX def2/J DEFGRID3
* xyz 0 1
H 2.5140 0.3583 -1.0377
N 2.1601 -0.5583 -0.7920
C 0.9788 -0.4351 -0.3473
N 0.2412 -1.4157 0.2037
C -1.0440 -0.9679 0.6104
C -1.2263 0.4062 -0.0432
F -2.0412 0.1921 -1.1256
C 0.1737 0.8614 -0.4180
O 0.5398 1.7825 0.6300
H 0.5462 -2.2760 0.5514
H -1.1349 -0.8293 1.7110
H -1.8254 -1.6657 0.2693
H -1.6288 1.1663 0.6116
H 0.2552 1.3141 -1.3989
H 1.4916 2.0671 0.5754
*
```

Löwdin population analysis, charges in e, atoms 1 to 8: 0.032 0.123 -0.420 0.079 -0.122 -0.264 0.011 -0.230



Short version: model Q is the most stable of them.



Model P:
ORCA calculation (ωB97M-V with the def2-TZVPD basis set) on an isolated molecule of C5H9NOS.

Output
Gap between HOMO and LUMO (spin up / spin down)   0.2875 / 0.2923 Eh
E_LUMO (spin up / spin down)   -0.41 / -0.40 eV

Geometry as ORCA input:
```
! wB97M-V def2-TZVPD RIJCOSX def2/J DEFGRID3
* xyz 0 1
C 1.6027 0.0229 0.0016
C -0.5906 -0.0341 -1.0091
C -0.5021 1.4155 -0.4169
C -0.8879 1.3905 1.0907
C 0.6019 -2.1119 0.0634
N 0.5557 -0.7224 -0.2797
O 0.6827 1.9881 -0.7374
S 3.1332 0.0623 0.4430
H -1.5944 -0.4461 -0.8433
H -0.4211 -0.2144 -2.1071
H -1.2538 2.1669 -0.8581
H -1.9093 1.1344 1.1406
H -0.8077 2.3800 1.4915
H -0.3350 0.6629 1.6872
H 1.5306 -2.4894 0.5962
H -0.3468 -2.5983 0.6573
H 0.5418 -2.6069 -0.9199
*
```

Löwdin population analysis, charges in e, atoms 1 to 8: -0.621 -0.060 -0.558 -0.051 -0.075 -0.198 -0.136 0.765



Model Q:
ORCA calculation (ωB97M-V with the def2-TZVPD basis set) on an isolated molecule of C5H9NOS.

Output
Gap between HOMO and LUMO   0.3578 Eh
SMILES   S[C@]12CNC[C@H]1OC2
E_LUMO   0.88 eV

Geometry as ORCA input:
```
! wB97M-V def2-TZVPD RIJCOSX def2/J DEFGRID3
* xyz 0 1
S 2.2081 -0.3474 -0.6761
C 0.7378 0.3155 -0.0411
C 0.1543 -0.7919 0.8914
N -0.5038 -1.5900 0.0083
C -1.4496 -0.7108 -0.8221
C -0.5202 0.5213 -0.9191
O -0.8042 1.6927 -0.2546
C 0.5311 1.8095 0.2867
H 2.7277 -0.2356 0.5449
H 0.9280 -1.4335 1.4162
H -0.3463 -0.1918 1.7191
H -1.0347 -2.3652 0.5694
H -2.3360 -0.4741 -0.2601
H -1.6508 -1.2901 -1.7616
H -0.2283 0.5947 -1.9771
H 1.1426 2.5853 -0.1040
H 0.4443 1.9113 1.3800
*
```

Löwdin population analysis, charges in e, atoms 1 to 8: 0.827 -0.738 -0.349 -0.087 -0.072 -0.349 -0.048 -0.105



Short version: model Q is the most stable of them.